[1]
Molecular formula: C20H19FeN2
Method: DFT, ωB97M-V/def2-TZVPD

Calculated values
- ⟨S²⟩: 6.109
- HOMO-LUMO gap (spin up / spin down): 3.46 / 4.30 eV
- E_HOMO (spin up / spin down): -0.0295 / -0.0603 Ha

```
! wB97M-V def2-TZVPD RIJCOSX def2/J DEFGRID3
* xyz -1 5
C -0.663 3.841 -0.453
C 0.537 3.024 -0.491
C 1.145 3.060 0.827
C 0.326 3.908 1.675
C -0.793 4.388 0.885
Fe -0.787 2.283 0.947
C -2.220 1.290 2.087
C -2.674 1.455 0.672
C -1.758 0.818 -0.170
C -0.692 0.187 0.683
C 0.306 -0.645 0.216
C 1.118 -1.552 1.007
C 2.403 -1.892 0.575
C 3.128 -2.875 1.211
C 2.575 -3.551 2.282
C 1.305 -3.233 2.727
C 0.586 -2.237 2.104
C -1.034 0.548 2.101
H -1.347 4.021 -1.286
H 0.879 2.437 -1.347
H 2.056 2.541 1.128
H 0.508 4.139 2.728
H -1.563 5.089 1.217
H -2.726 1.688 2.970
H -3.555 2.010 0.343
H -1.811 0.744 -1.257
H 0.375 -0.767 -0.850
H 2.808 -1.386 -0.284
H 4.115 -3.128 0.857
H 3.125 -4.345 2.759
H 0.859 -3.787 3.537
H -0.425 -2.027 2.406
H -0.453 0.270 2.983
N -0.318 -1.203 -2.648
C -1.430 -1.837 -2.942
N -1.406 -2.306 -4.234
C -0.197 -1.936 -4.744
C 0.458 -1.260 -3.742
H -2.239 -1.973 -2.237
H -2.145 -2.823 -4.716
H 0.169 -2.135 -5.738
H 1.455 -0.844 -3.791
*
```

=====

[2]
Molecular formula: C20H19N12RuSb
Method: DFT, ωB97M-V/def2-TZVPD

Calculated values
- ⟨S²⟩: 0.756
- ΔE to the lowest compared entry with this formula, charge and spin: 4.22 kcal/mol
- HOMO-LUMO gap (spin up / spin down): 6.84 / 6.45 eV
- E_HOMO (spin up / spin down): -0.4202 / -0.4204 Ha

```
! wB97M-V def2-TZVPD RIJCOSX def2/J DEFGRID3
* xyz 1 2
Ru -0.168 -0.120 0.262
C 1.763 -1.289 -2.237
C 2.564 -0.806 -1.066
C 3.936 -1.066 -1.068
C 4.743 -0.537 -0.091
C 4.171 0.332 0.832
C 2.809 0.543 0.795
N 2.001 -0.077 -0.090
Sb 2.011 2.086 2.040
C 0.511 2.804 0.681
C 0.279 4.163 0.644
C -0.576 4.682 -0.325
C -1.105 3.822 -1.260
C -0.845 2.456 -1.176
C -1.378 1.549 -2.242
N -0.095 1.961 -0.183
C 0.689 0.722 3.010
C 0.725 0.803 4.388
C -0.059 -0.044 5.151
C -0.840 -0.949 4.480
C -0.861 -1.009 3.086
C -1.732 -2.073 2.505
N -0.101 -0.155 2.342
H 2.268 -0.973 -3.151
H 1.696 -2.376 -2.244
H 0.753 -0.887 -2.260
H 4.345 -1.678 -1.859
H 5.805 -0.746 -0.074
H 4.784 0.843 1.563
H 0.766 4.817 1.354
H -0.790 5.741 -0.365
H -1.728 4.184 -2.065
H -1.125 1.965 -3.217
H -0.958 0.542 -2.194
H -2.463 1.465 -2.175
H 1.371 1.531 4.860
H -0.049 -0.001 6.232
H -1.462 -1.645 5.021
H -2.234 -2.595 3.314
H -2.498 -1.651 1.863
H -1.142 -2.807 1.963
N -2.591 -2.350 -0.721
C -3.008 -1.088 -0.354
N -4.255 -0.678 -0.327
N -4.176 0.595 0.118
N -2.967 0.934 0.346
N -2.165 -0.120 0.032
C -1.337 -2.823 -0.453
N -1.002 -4.088 -0.434
N 0.311 -4.090 -0.084
N 0.751 -2.917 0.103
N -0.270 -2.032 -0.155
H -3.302 -3.023 -0.961
*
```

=====

[3]
Molecular formula: C20H19N6O2Pd
Method: DFT, ωB97M-V/def2-TZVPD

Calculated values
- ΔE to the lowest compared entry with this formula, charge and spin: 13.79 kcal/mol
- HOMO-LUMO gap (spin up / spin down): 7.98 / 7.98 eV
- E_HOMO (spin up / spin down): -0.4233 / -0.4233 Ha

```
! wB97M-V def2-TZVPD RIJCOSX def2/J DEFGRID3
* xyz 1 1
Pd -0.881 0.286 1.217
C -2.566 1.475 -1.033
N -1.623 2.088 -0.091
C -0.464 2.770 -0.677
C 0.673 1.817 -0.900
N 0.893 0.793 -0.129
C 2.033 0.170 -0.618
C 2.699 -0.970 -0.178
C 3.828 -1.350 -0.873
C 4.291 -0.619 -1.979
C 3.640 0.513 -2.426
C 2.502 0.889 -1.722
N 1.603 1.937 -1.879
C -2.189 0.046 -1.292
N -1.590 -0.705 -0.394
C -1.407 -1.958 -0.963
C -0.819 -3.109 -0.447
C -0.796 -4.217 -1.266
C -1.344 -4.190 -2.560
C -1.932 -3.053 -3.077
C -1.949 -1.937 -2.248
N -2.431 -0.644 -2.424
H -3.559 1.490 -0.581
H -2.627 2.029 -1.976
H -2.088 2.704 0.561
H -0.726 3.267 -1.617
H -0.143 3.534 0.035
H 2.343 -1.528 0.679
H 4.376 -2.228 -0.560
H 5.183 -0.952 -2.492
H 4.001 1.075 -3.277
H 1.648 2.669 -2.567
H -0.409 -3.128 0.554
H -0.351 -5.134 -0.906
H -1.305 -5.085 -3.164
H -2.356 -3.036 -4.071
H -2.912 -0.290 -3.234
O 0.146 3.437 2.948
C -0.090 2.395 3.504
C -0.017 2.084 5.002
C -0.432 0.608 5.145
C -0.691 0.217 3.717
O -1.008 -0.872 3.196
N -0.510 1.240 2.878
H -0.666 2.774 5.538
H 1.003 2.270 5.338
H -1.330 0.455 5.742
H 0.349 -0.026 5.563
*
```

=====

[4]
Molecular formula: C20H19N7O2PtS
Method: DFT, ωB97M-V/def2-TZVPD

Calculated values
- ΔE to the lowest compared entry with this formula, charge and spin: 0.87 kcal/mol
- HOMO-LUMO gap: 8.00 eV
- E_HOMO: -0.2899 Ha

```
! wB97M-V def2-TZVPD RIJCOSX def2/J DEFGRID3
* xyz 0 1
Pt -0.157 -0.484 0.221
N -0.331 1.939 1.201
N -1.304 2.568 0.439
C -2.129 1.823 -0.396
O -3.098 2.366 -0.894
O -1.775 0.585 -0.624
H -0.609 1.865 2.171
H 0.565 2.402 1.130
H -1.702 3.438 0.754
N -0.154 -2.567 -3.436
C -0.558 -1.477 -2.772
S 0.634 -0.381 -2.189
N -1.846 -1.215 -2.604
C -2.971 -2.046 -2.839
C -3.109 -2.852 -3.964
C -4.240 -3.647 -4.107
C -5.236 -3.633 -3.145
C -5.112 -2.793 -2.043
C -3.989 -1.999 -1.890
H 0.832 -2.757 -3.449
H -0.799 -3.285 -3.717
H -2.023 -0.395 -1.999
H -2.380 -2.820 -4.764
H -4.346 -4.267 -4.988
H -6.116 -4.252 -3.261
H -5.896 -2.756 -1.298
H -3.887 -1.333 -1.042
N 1.151 -3.131 0.485
C 2.135 -4.003 0.230
C 3.194 -3.275 -0.268
C 2.751 -1.945 -0.265
N 1.516 -1.875 0.199
H 0.250 -3.277 0.916
H 2.019 -5.057 0.415
H 4.157 -3.643 -0.576
H 3.265 -1.054 -0.584
N 0.812 -4.000 9.466
C 0.598 -3.613 8.405
C 0.341 -3.121 7.074
C 0.084 -4.012 6.037
C -0.130 -3.538 4.756
C -0.087 -2.168 4.484
C 0.155 -1.282 5.540
C 0.370 -1.751 6.821
C -0.235 -1.668 3.148
C -0.316 -1.218 2.023
H 0.061 -5.074 6.241
H -0.325 -4.233 3.950
H 0.187 -0.220 5.335
H 0.568 -1.064 7.633
*
```

=====

[5]
Molecular formula: C20H19O5P
Method: DFT, ωB97M-V/def2-TZVPD

Calculated values
- ΔE to the lowest compared entry with this formula, charge and spin: 9.07 kcal/mol
- Structure (SMILES): O=C1c2ccccc2C(=O)c2ccccc21.CCP(C)[C@H]1COC(=O)O1
- HOMO-LUMO gap: 8.01 eV
- E_HOMO: -0.3274 Ha

```
! wB97M-V def2-TZVPD RIJCOSX def2/J DEFGRID3
* xyz 0 1
O -3.633 2.951 -0.746
C -3.521 2.300 0.271
C -3.924 2.867 1.589
C -4.458 4.148 1.641
C -4.868 4.676 2.853
C -4.748 3.927 4.019
C -4.205 2.655 3.975
C -3.786 2.122 2.763
C -3.187 0.757 2.736
O -3.019 0.133 3.763
C -2.804 0.183 1.417
C -2.276 -1.101 1.364
C -1.940 -1.660 0.144
C -2.131 -0.940 -1.032
C -2.646 0.344 -0.984
C -2.981 0.912 0.238
H -4.553 4.724 0.732
H -5.287 5.673 2.891
H -5.079 4.338 4.963
H -4.105 2.071 4.878
H -2.133 -1.658 2.279
H -1.530 -2.661 0.104
H -1.872 -1.383 -1.984
H -2.790 0.908 -1.895
C 5.843 -3.915 -1.804
C 5.481 -2.590 -1.117
P 4.226 -1.738 -2.187
C 5.014 -0.139 -2.715
C 2.871 -1.331 -0.968
C 1.888 -0.251 -1.393
O 0.871 -0.951 -2.062
C 1.114 -2.287 -1.994
O 0.567 -3.113 -2.675
O 2.015 -2.505 -1.019
H 6.138 -3.689 -2.815
H 4.944 -4.501 -1.880
H 6.620 -4.443 -1.278
H 5.067 -2.798 -0.145
H 6.364 -1.978 -1.031
H 5.035 -0.140 -3.787
H 6.027 -0.064 -2.361
H 4.440 0.689 -2.330
H 3.153 -1.298 0.070
H 2.298 0.541 -1.994
H 1.499 0.215 -0.495
*
```

=====

[6]
Molecular formula: C20H20AsCl3CrN3O2S
Method: DFT, ωB97M-V/def2-TZVPD

Calculated values
- ⟨S²⟩: 0.763
- ΔE to the lowest compared entry with this formula, charge and spin: 5.62 kcal/mol
- HOMO-LUMO gap (spin up / spin down): 7.99 / 7.97 eV
- E_HOMO (spin up / spin down): -0.5616 / -0.5460 Ha

```
! wB97M-V def2-TZVPD RIJCOSX def2/J DEFGRID3
* xyz 2 2
Cr 0.066 -0.849 -0.862
C -4.232 -0.901 -1.029
C -4.583 -0.562 0.266
C -3.588 -0.330 1.207
C -2.267 -0.448 0.822
N -1.934 -0.777 -0.445
C -2.890 -1.000 -1.352
C -1.105 -0.268 1.722
C -1.150 -0.122 3.099
C 0.047 -0.090 3.800
C 1.252 -0.247 3.129
C 1.227 -0.383 1.751
N 0.069 -0.334 1.082
C 2.392 -0.662 0.876
C 3.707 -0.651 1.290
C 4.701 -0.966 0.370
C 4.353 -1.276 -0.932
C 3.014 -1.267 -1.285
N 2.061 -0.965 -0.400
H -4.979 -1.090 -1.786
H -5.624 -0.481 0.548
H -3.843 -0.067 2.224
H -2.557 -1.259 -2.349
H -2.094 -0.067 3.622
H 0.039 0.014 4.877
H 2.184 -0.287 3.675
H 3.961 -0.409 2.312
H 5.739 -0.968 0.674
H 5.099 -1.526 -1.673
H 2.682 -1.504 -2.288
C 0.159 4.392 -2.010
As -0.135 2.914 -0.839
C 1.069 3.057 0.639
C -1.921 3.007 -0.162
S 0.188 1.129 -2.000
H -0.036 5.316 -1.469
H -0.516 4.302 -2.859
H 1.190 4.365 -2.355
H 0.991 4.058 1.064
H 2.084 2.886 0.284
H 0.801 2.319 1.390
H -2.100 4.005 0.238
H -2.044 2.267 0.627
H -2.614 2.803 -0.976
Cl 1.929 -4.640 -2.581
C 0.187 -4.440 -2.291
Cl -0.717 -4.547 -3.792
Cl -0.378 -5.619 -1.129
C 0.057 -3.020 -1.729
O 0.092 -2.015 -2.504
O -0.029 -2.799 -0.489
*
```

=====

[7]
Molecular formula: C20H20BF2IN7O4Re
Method: DFT, ωB97M-V/def2-TZVPD

Calculated values
- ⟨S²⟩: 0.770
- ΔE to the lowest compared entry with this formula, charge and spin: 33.10 kcal/mol
- HOMO-LUMO gap (spin up / spin down): 5.05 / 5.50 eV
- E_HOMO (spin up / spin down): -0.3984 / -0.3985 Ha

```
! wB97M-V def2-TZVPD RIJCOSX def2/J DEFGRID3
* xyz 1 2
Re -0.779 0.592 0.179
C -0.848 -2.451 1.195
N -0.899 -1.041 1.522
C -0.994 -0.713 2.781
C -1.039 0.652 3.088
C -1.055 1.431 4.250
C -1.031 2.760 3.827
C -1.006 2.745 2.433
N -1.012 1.482 1.983
C -1.987 -2.844 0.284
C -1.758 -3.388 -0.972
C -2.822 -3.738 -1.785
C -4.123 -3.565 -1.340
C -4.357 -3.066 -0.069
C -3.295 -2.695 0.735
H -0.914 -3.036 2.120
H 0.106 -2.666 0.706
H -1.019 -1.463 3.563
H -1.064 1.066 5.257
H -1.031 3.632 4.448
H -0.976 3.589 1.767
H -0.749 -3.580 -1.300
H -2.636 -4.159 -2.760
H -4.949 -3.839 -1.976
H -5.364 -2.974 0.304
H -3.480 -2.302 1.723
N -0.660 2.469 -1.175
N -0.952 2.150 -2.519
C -0.649 0.925 -2.955
N -0.617 0.635 -4.249
N -0.373 0.042 -1.976
N 0.315 -1.095 -2.174
O 0.669 -1.626 -1.148
O 0.541 -1.495 -3.294
H -1.190 3.294 -0.897
H 0.440 2.660 -1.102
H -1.210 2.890 -3.161
H -0.793 1.331 -4.954
H -0.305 -0.294 -4.525
F -3.440 1.233 -1.193
B -2.897 0.640 -0.128
F -3.829 0.263 0.725
I 8.338 0.271 1.002
C 6.320 0.720 0.550
C 5.314 -0.032 1.138
C 4.000 0.278 0.862
C 3.691 1.330 0.001
C 4.709 2.073 -0.589
C 6.028 1.765 -0.316
C 2.252 1.622 -0.262
O 1.922 2.537 -1.053
O 1.423 0.901 0.347
H 5.553 -0.847 1.801
H 3.194 -0.287 1.306
H 4.461 2.887 -1.254
H 6.825 2.332 -0.771
*
```

=====

[8]
Molecular formula: C20H20Cl2N4NiO8P
Method: DFT, ωB97M-V/def2-TZVPD

Calculated values
- ⟨S²⟩: 2.005
- HOMO-LUMO gap (spin up / spin down): 9.06 / 8.32 eV
- E_HOMO (spin up / spin down): -0.4395 / -0.4399 Ha

```
! wB97M-V def2-TZVPD RIJCOSX def2/J DEFGRID3
* xyz 1 3
Ni -0.025 -0.220 -0.845
O -0.987 -5.010 2.095
C -0.769 -4.016 2.953
O -0.956 -4.134 4.129
C -0.285 -2.725 2.369
C 0.171 -1.622 3.080
Cl 0.413 -1.505 4.742
N 0.483 -0.637 2.201
N 0.237 -1.070 0.953
C -0.251 -2.296 1.042
C -0.593 -2.891 -0.293
O -0.554 -4.111 -0.476
O -0.790 -2.025 -1.215
C 0.966 0.711 2.387
C 0.533 1.479 3.457
C 0.979 2.788 3.575
C 1.840 3.331 2.633
C 2.264 2.553 1.564
C 1.833 1.243 1.440
H -0.745 -4.795 1.170
H -0.171 1.088 4.175
H 0.635 3.388 4.409
H 2.189 4.351 2.738
H 2.949 2.958 0.829
H 2.235 0.635 0.645
N 0.795 1.633 -4.188
C 0.259 0.257 -4.437
P 1.452 -0.907 -3.682
O 2.735 -0.754 -4.388
O 1.402 -0.733 -2.162
C 0.669 -2.573 -3.890
N 0.983 -3.406 -2.672
H 0.333 2.349 -4.744
H 1.799 1.663 -4.374
H 0.606 1.852 -3.167
H 0.210 0.071 -5.508
H -0.731 0.170 -3.995
H 1.051 -3.069 -4.777
H -0.412 -2.475 -3.961
H 1.682 -4.118 -2.866
H 0.152 -3.849 -2.251
H 1.346 -2.762 -1.956
Cl -2.697 1.563 4.390
C -2.333 1.826 2.721
C -2.379 0.757 1.841
C -2.033 0.972 0.517
C -1.650 2.234 0.067
C -1.680 3.305 0.947
C -2.008 3.100 2.280
C -1.143 2.428 -1.328
O -1.376 3.393 -2.012
O -0.328 1.450 -1.733
H -2.697 -0.219 2.187
H -2.183 0.159 -0.187
H -1.416 4.292 0.589
H -2.008 3.925 2.982
*
```

=====

[9]
Molecular formula: C20H20Cl5N5O5S2Ti
Method: DFT, ωB97M-V/def2-TZVPD

Calculated values
- ⟨S²⟩: 2.018
- ΔE to the lowest compared entry with this formula, charge and spin: 10.54 kcal/mol
- HOMO-LUMO gap (spin up / spin down): 4.31 / 5.93 eV
- E_HOMO (spin up / spin down): -0.0005 / -0.0601 Ha

```
! wB97M-V def2-TZVPD RIJCOSX def2/J DEFGRID3
* xyz -2 3
Ti 0.658 0.240 -0.020
C 0.074 4.353 -0.991
C 0.281 3.083 -0.224
N -0.380 1.978 -0.551
N -1.341 2.088 -1.535
C -2.441 1.454 -1.241
N -3.411 1.476 -2.255
S -2.827 0.640 0.217
C 1.099 2.991 0.927
C 1.897 4.035 1.460
C 2.562 3.848 2.641
C 2.469 2.604 3.308
C 1.747 1.603 2.693
N 1.078 1.761 1.557
H -0.986 4.614 -1.001
H 0.643 5.179 -0.572
H 0.364 4.209 -2.034
H -2.981 1.557 -3.168
H -4.018 0.673 -2.176
H 1.993 4.970 0.928
H 3.173 4.645 3.051
H 2.996 2.408 4.231
H 1.709 0.606 3.114
Cl -1.661 -2.719 -0.071
C -1.389 -1.970 -1.620
C -0.480 -0.917 -1.719
C -0.268 -0.459 -3.019
Cl 0.955 0.748 -3.281
C -0.964 -0.926 -4.130
Cl -0.694 -0.275 -5.709
C -1.903 -1.939 -3.965
Cl -2.801 -2.532 -5.321
C -2.107 -2.480 -2.697
Cl -3.254 -3.761 -2.504
O 3.535 -0.728 1.149
S 3.342 -0.532 -0.293
O 2.568 0.774 -0.495
O 2.324 -1.531 -0.785
O 4.564 -0.547 -1.058
O 0.326 -1.025 1.614
C 0.800 -2.092 2.055
C 0.679 -2.381 3.529
C 2.033 -2.200 4.229
C 2.964 -3.401 4.091
C 3.377 -3.715 2.657
C 2.197 -4.088 1.761
N 1.443 -2.949 1.280
H 0.300 -3.394 3.697
H -0.055 -1.674 3.914
H 1.851 -2.015 5.292
H 2.526 -1.311 3.827
H 2.470 -4.283 4.523
H 3.860 -3.223 4.694
H 4.085 -4.551 2.668
H 3.878 -2.853 2.208
H 1.529 -4.788 2.278
H 2.558 -4.604 0.871
H 1.730 -2.547 0.363
*
```

=====

| no. | E_tot (Ha) |
| --- | --- |
| 1 | -2146.60970 |
| 2 | -1765.48008 |
| 3 | -1380.32611 |
| 4 | -1824.75725 |
| 5 | -1491.09018 |
| 6 | -6147.46822 |
| 7 | -2058.73646 |
| 8 | -4365.10758 |
| 9 | -5371.13414 |